ORCA calculation (ωB97M-V/def2-TZVPD) on C31H33AgN3O4Te as an isolated structure.

Cartesian coordinates (Å):
Ag  -0.6341  1.6093  0.6332
C  3.4365  -4.4066  -0.7506
O  2.1979  -5.1174  -0.7297
C  1.2805  -4.6937  -1.6647
C  0.9564  -5.5400  -2.7124
C  0.0131  -5.1569  -3.6531
C  -0.6139  -3.9255  -3.5307
C  -0.3117  -3.0851  -2.4714
C  0.6449  -3.4541  -1.5271
N  0.9762  -2.6575  -0.4155
C  0.6697  -1.2829  -0.3488
N  1.1453  -0.6119  -1.4295
C  1.1618  0.7561  -1.8078
C  0.5078  1.8047  -1.1476
C  0.7086  3.0721  -1.7278
C  1.4876  3.3076  -2.8526
C  2.1069  2.2401  -3.4849
C  1.9293  0.9764  -2.9639
O  2.5445  -0.1147  -3.5909
C  1.7699  -0.6131  -4.6717
N  0.0951  -0.7469  0.6569
C  -0.4306  -1.5282  1.6920
C  0.0025  -1.3019  2.9936
C  -0.5609  -1.9856  4.0619
C  -1.5788  -2.8947  3.8373
C  -2.0433  -3.1220  2.5472
C  -1.4800  -2.4423  1.4765
O  -1.8781  -2.5946  0.1775
C  -3.0549  -3.3316  -0.0618
H  4.1780  -5.0644  -0.3011
H  3.3692  -3.4776  -0.1846
H  3.7313  -4.1787  -1.7777
H  1.4641  -6.4942  -2.7719
H  -0.2318  -5.8176  -4.4747
H  -1.3589  -3.6195  -4.2544
H  -0.8250  -2.1407  -2.3508
H  0.8629  -3.1317  0.4704
H  1.7863  -1.1545  -1.9896
H  0.2288  3.9299  -1.2650
H  1.6087  4.3141  -3.2382
H  2.7255  2.3643  -4.3660
H  1.6755  0.1390  -5.4604
H  0.7691  -0.9030  -4.3375
H  2.2867  -1.4900  -5.0611
H  0.7686  -0.5504  3.1373
H  -0.2149  -1.7877  5.0681
H  -2.0345  -3.4238  4.6649
H  -2.8534  -3.8192  2.3868
H  -3.2544  -3.2422  -1.1275
H  -3.8988  -2.9252  0.5024
H  -2.9244  -4.3897  0.1883
C  3.1631  3.0303  3.9422
C  2.2087  2.6803  2.8165
C  1.6253  3.8056  2.0051
O  1.9209  1.5263  2.5997
H  3.5931  4.0249  3.8375
H  3.9476  2.2777  4.0024
H  2.5925  2.9987  4.8738
H  1.7849  4.7801  2.4647
H  0.5591  3.6133  1.8654
H  2.0887  3.7909  1.0150
Te  -2.2150  2.0776  2.7228
C  -3.0226  3.9307  2.0842
C  -2.5738  4.5800  0.9319
C  -3.1042  5.8014  0.5443
C  -4.0999  6.4100  1.2976
C  -4.5578  5.7740  2.4428
C  -4.0257  4.5522  2.8284
H  -1.8068  4.1060  0.3292
H  -2.7369  6.2789  -0.3574
H  -4.5149  7.3636  0.9941
H  -5.3371  6.2316  3.0426
H  -4.3960  4.0697  3.7256

Calculated values
Total charge: -1
HOMO level (eV): -3.506
Gap between HOMO and LUMO (eV): 6.0
Electronic energy (Ha): -2081.3232
Lowest unoccupied orbital energy (eV): 2.487

Atomic partial charges in e from the Löwdin method, atoms 1 to 2: 0.4362 -0.0719

=====

ORCA calculation (ωB97M-V/def2-TZVPD) on a 3-piece molecular cluster, C3H11O2S overall.

Cartesian coordinates (Å):
C  -0.4985  0.1572  1.1601
C  -1.2980  1.3402  0.6332
C  -0.6599  1.9474  -0.6647
S  -0.4887  0.7854  -2.0283
H  0.5305  0.3907  1.3841
H  -0.9992  -0.2031  2.0650
H  -0.5465  -0.6583  0.4434
H  -1.3133  2.1079  1.3969
H  -2.2763  0.9992  0.2798
H  -1.2391  2.8302  -0.9469
H  0.3150  2.2655  -0.2906
H  0.8970  -2.9874  1.0212
H  1.8758  -2.6538  -0.0655
O  1.3876  -3.4174  0.3082
H  1.5345  -0.4547  -2.0928
H  0.9458  -1.2729  -1.1111
O  1.8333  -1.1762  -1.4919

Calculated values
Total charge: -1
HOMO level (eV): -2.953
Gap between HOMO and LUMO (eV): 6.8
Electronic energy (Ha): -669.6041
Lowest unoccupied orbital energy (eV): 3.822

Atomic partial charges in e from the Löwdin method, atoms 1 to 2: -0.1704 -0.3608

=====

ORCA calculation (ωB97M-V/def2-TZVPD) on a 2-piece molecular cluster, C22H41F2N3O3 overall.

Cartesian coordinates (Å):
C  0.4610  0.3621  4.9276
C  1.2822  -0.0449  3.6957
C  1.7806  1.2505  3.0825
C  2.4363  -0.8979  4.1967
C  3.1787  -1.6993  3.1282
N  3.7478  -2.9250  3.7637
C  4.4851  -2.6059  4.9524
O  4.1426  -2.8894  6.0688
F  5.5859  -1.9157  4.7125
C  4.6140  -3.6289  2.8837
O  4.8697  -4.7999  2.9514
F  5.1325  -2.8714  1.9223
C  2.2482  -2.1508  2.0019
C  0.7872  -2.1282  2.3874
C  -0.0067  -2.5280  1.1430
C  0.4378  -3.1760  3.4404
N  0.3485  -0.7659  2.7782
O  -0.0450  -0.0606  1.7912
H  0.2046  -0.4981  5.5178
H  1.0468  1.0252  5.5424
H  -0.4249  0.8690  4.5857
H  2.4325  1.6978  3.8131
H  2.2946  1.0980  2.1470
H  0.9592  1.9228  2.9464
H  2.1166  -1.5513  4.9893
H  3.1374  -0.2047  4.6299
H  3.9620  -1.0859  2.7124
H  2.4651  -3.1486  1.6501
H  2.3999  -1.4851  1.1670
H  0.4021  -2.0621  0.2641
H  0.1621  -3.5866  1.0186
H  -1.0591  -2.3439  1.2553
H  1.1062  -4.0141  3.3688
H  0.5591  -2.7320  4.4156
H  -0.5981  -3.4531  3.3645
C  -2.3341  1.1457  -6.4836
C  -2.8480  2.0983  -5.4056
C  -1.7571  2.6345  -4.4721
C  -0.9516  1.6555  -3.6270
N  -1.5252  1.0746  -2.3547
C  -2.8360  0.3524  -2.5237
C  -2.4761  -0.9458  -3.2161
C  -1.1620  -1.3458  -2.5381
C  -0.5829  -0.0586  -1.9476
C  -1.5631  2.0277  -1.1850
C  -2.4272  3.2790  -1.3451
C  -1.6032  4.5436  -1.6082
H  -1.8630  0.2547  -6.0642
H  -3.1563  0.8123  -7.1146
H  -1.6040  1.6425  -7.1236
H  -3.6689  1.6325  -4.8584
H  -3.2940  2.9609  -5.9031
H  -2.1721  3.4386  -3.8704
H  -1.0182  3.1285  -5.1103
H  -0.0370  2.1474  -3.2965
H  -0.6493  0.8093  -4.2431
H  -3.2153  0.1603  -1.5203
H  -3.5478  0.9775  -3.0486
H  -2.3298  -0.7939  -4.2848
H  -3.2537  -1.6972  -3.1064
H  -0.4748  -1.8164  -3.2382
H  -1.3404  -2.0611  -1.7373
H  0.4167  0.1781  -2.2992
H  -0.5759  -0.1041  -0.8602
H  -0.5261  2.2834  -0.9684
H  -1.9338  1.4334  -0.3524
H  -2.9667  3.4281  -0.4096
H  -3.1973  3.1384  -2.1028
H  -1.0688  4.8372  -0.7055
H  -2.2471  5.3740  -1.8946
H  -0.8624  4.4024  -2.3962

Calculated values
Expectation value of S²: 0.754
Total charge: +1
HOMO level (alpha / beta) (eV): -11.044 / -12.212
Gap between HOMO and LUMO (alpha / beta) (eV): 8.9 / 9.9
Spin multiplicity: 2
Electronic energy (Ha): -1452.3074
Lowest unoccupied orbital energy (alpha / beta) (eV): -2.154 / -2.351

Atomic partial charges in e from the Löwdin method, atoms 1 to 2: -0.0074 -0.4773

=====

ORCA calculation (ωB97M-V/def2-TZVPD) on C7H7NOS as an isolated structure.

Cartesian coordinates (Å):
C  1.1885  -1.2786  -0.9292
C  0.9629  0.0442  -1.5256
C  0.3338  -1.8267  -0.0788
C  -0.0146  0.8954  -1.1773
C  -0.8407  -1.0669  0.2197
C  -0.8254  0.4727  -0.0060
C  -0.3954  1.2979  1.1797
N  -2.1021  -1.4017  0.2722
O  0.9432  1.0676  1.4943
S  -2.7267  0.1919  -0.1671
H  2.1996  -1.7401  -1.2974
H  1.8054  0.2697  -2.3415
H  0.2623  -2.8157  0.4031
H  -0.2137  1.9458  -1.3949
H  0.9743  0.4661  2.3406
H  -0.4819  2.3389  0.9752
H  -1.0695  1.1395  2.0330

Calculated values
Expectation value of S²: 2.015
Total charge: 0
HOMO level (alpha / beta) (eV): -5.984 / -8.949
Gap between HOMO and LUMO (alpha / beta) (eV): 6.3 / 6.3
Spin multiplicity: 3
Electronic energy (Ha): -798.9060
Lowest unoccupied orbital energy (alpha / beta) (eV): 0.322 / -2.647

Atomic partial charges in e from the Löwdin method, atoms 1 to 2: -0.1130 -0.0960

=====

What did the fourth record say?
ORCA calculation (ωB97M-V/def2-TZVPD) on C7H7NOS as an isolated structure.

Cartesian coordinates (Å):
C  1.1885  -1.2786  -0.9292
C  0.9629  0.0442  -1.5256
C  0.3338  -1.8267  -0.0788
C  -0.0146  0.8954  -1.1773
C  -0.8407  -1.0669  0.2197
C  -0.8254  0.4727  -0.0060
C  -0.3954  1.2979  1.1797
N  -2.1021  -1.4017  0.2722
O  0.9432  1.0676  1.4943
S  -2.7267  0.1919  -0.1671
H  2.1996  -1.7401  -1.2974
H  1.8054  0.2697  -2.3415
H  0.2623  -2.8157  0.4031
H  -0.2137  1.9458  -1.3949
H  0.9743  0.4661  2.3406
H  -0.4819  2.3389  0.9752
H  -1.0695  1.1395  2.0330

Calculated values
Expectation value of S²: 2.015
Total charge: 0
HOMO level (alpha / beta) (eV): -5.984 / -8.949
Gap between HOMO and LUMO (alpha / beta) (eV): 6.3 / 6.3
Spin multiplicity: 3
Electronic energy (Ha): -798.9060
Lowest unoccupied orbital energy (alpha / beta) (eV): 0.322 / -2.647

Atomic partial charges in e from the Löwdin method, atoms 1 to 2: -0.1130 -0.0960

=====

Q: Among the records above, which one has the highest total charge?
A: C22H41F2N3O3